This record from OMol25 describes a 3-piece molecular cluster, C11H16ClN2O12P2 overall at a distorted geometry. The level of theory is ωB97M-V with the def2-TZVPD basis set.

```
44
Properties=species:S:1:pos:R:3:forces:R:3:nbo_charge:R:1
N 2.83275 2.05719 -1.94328 0.305 0.027 -0.120 -0.32
C 2.68878 1.00496 -2.37892 -0.465 -0.194 0.409 0.30
C 2.55084 -0.37991 -2.83284 0.016 0.504 -0.473 -0.62
P 3.98037 -0.80379 -4.08141 -0.452 -0.084 0.137 1.14
O 4.95467 -1.58782 -3.00418 0.199 -0.095 0.163 -0.99
Cl 5.01108 0.95034 -4.14278 0.175 0.045 -0.046 -0.28
C 1.12094 -0.73752 -3.40427 0.661 -0.967 0.102 -0.67
C 1.21368 -1.32417 -4.74764 0.006 0.173 -0.081 0.30
N 1.21902 -1.82087 -5.78644 0.089 0.013 0.140 -0.35
C 0.14145 0.57276 -3.48113 -0.219 0.236 -0.099 0.81
O 0.00371 1.13066 -2.40869 0.068 0.104 0.426 -0.68
O -0.26676 0.77201 -4.61977 -0.299 0.048 -0.472 -0.71
P 0.27990 -2.04320 -2.36044 -0.810 1.066 0.241 2.36
O -0.78630 -1.53458 -1.49491 0.443 -0.311 -0.099 -1.06
O -0.18362 -3.17578 -3.38528 -0.042 0.013 -0.073 -0.99
O 1.41082 -2.80528 -1.52489 0.371 -0.290 -0.065 -0.99
H 2.78967 -0.99688 -1.96326 -0.053 0.054 -0.044 0.27
H 4.49730 -2.33699 -2.60323 0.121 0.012 -0.026 0.48
H -0.81361 -2.79260 -4.01723 0.110 -0.243 -0.044 0.52
H 2.02523 -3.31730 -2.06669 -0.212 -0.079 0.002 0.50
C -2.98543 -3.62521 4.82393 -0.031 -0.089 0.036 -0.25
O -2.24527 -3.50319 3.61264 0.018 0.013 -0.015 -0.50
C -1.95112 -2.23721 3.27481 -0.017 0.002 -0.001 0.98
O -2.26793 -1.26835 3.92328 0.014 -0.018 -0.020 -0.67
O -1.27446 -2.25114 2.14428 0.001 -0.006 0.059 -0.48
C -0.89048 -0.94994 1.65901 0.159 0.272 -0.114 -0.26
H -3.14792 -4.69014 4.96682 0.021 -0.006 -0.037 0.19
H -2.42335 -3.22031 5.66410 -0.018 0.051 -0.004 0.19
H -3.94257 -3.11211 4.74607 0.016 0.049 0.017 0.19
H -0.24884 -0.45495 2.38631 -0.082 0.008 0.061 0.18
H -1.77134 -0.34398 1.46390 -0.021 0.014 0.056 0.20
H -0.35998 -1.09837 0.72674 -0.085 -0.171 -0.027 0.24
C -1.99753 2.51352 3.51198 -0.030 -0.077 0.032 -0.26
O -1.25785 2.62506 2.29632 -0.035 -0.149 0.083 -0.49
C -0.93491 3.86161 1.92314 0.057 0.006 -0.116 0.98
O -1.21146 4.87641 2.51653 -0.001 -0.041 -0.007 -0.67
O -0.25669 3.76736 0.78836 -0.015 -0.027 0.066 -0.47
C 0.17462 4.99865 0.21327 0.066 0.039 -0.120 -0.25
H -2.16635 1.44949 3.65857 0.025 -0.005 -0.031 0.22
H -1.42671 2.91806 4.34668 -0.018 0.066 -0.007 0.18
H -2.94996 3.03500 3.42997 0.021 0.062 0.015 0.18
H 0.84335 5.52590 0.89232 -0.039 0.018 0.035 0.18
H -0.68005 5.62898 -0.02708 -0.014 0.017 0.052 0.18
H 0.70235 4.72364 -0.69463 -0.006 -0.055 0.010 0.22
```
Forces are in eV/Å.

Results
**Gap between HOMO and LUMO**: 7.879 eV
**DFT total energy**: -70321.5778 eV
**2S+1**: 1
**Highest occupied orbital energy**: -5.9 eV
**Charge**: -1
**Relative energy (zero: lowest compared OMol25 entry of this formula, charge and spin)**: 0.00 kJ/mol